No. 1
Below is the molecule C4H6N2 in a non-equilibrium geometry, with properties calculated with ωB97M-V/def2-TZVPD.

Atoms and positions in Å:
C 0.970 0.253 -0.094
C -1.214 0.691 -2.214
C -0.182 -0.045 0.837
C 0.257 -1.084 -0.137
N -1.013 -0.366 -1.730
N -0.664 -1.398 -1.195
H 0.792 0.831 -0.957
H 2.035 0.461 0.264
H -1.909 1.454 -2.286
H -1.042 0.539 0.606
H -0.006 -0.131 1.928
H 0.581 -2.094 0.274

Values from the calculation:
Max |F| (hartree/bohr): 0.0552
Electronic energy (hartree): -265.3587

=====

No. 2
Below is the molecule C4H6N2 in a non-equilibrium geometry, with properties calculated with ωB97M-V/def2-TZVPD.

Atoms and positions in Å:
C -1.623 -0.304 0.064
C -0.178 0.040 0.132
C 0.867 -0.728 -0.349
N 2.054 -0.173 -0.396
N 1.540 1.602 0.686
C 0.311 1.301 0.534
H -2.007 -0.316 -0.960
H -1.774 -1.296 0.498
H -2.215 0.406 0.651
H 0.674 -1.753 -0.678
H 2.789 -0.870 -0.583
H -0.438 2.091 0.401

Values from the calculation:
Max |F| (hartree/bohr): 0.0237
Electronic energy (hartree): -265.3907

=====

No. 3
Below is a cluster of 2 separate species, C4H6N2 in total in a non-equilibrium geometry, with properties calculated with ωB97M-V/def2-TZVPD.

Atoms and positions in Å:
C -0.377 -0.129 -0.927
C -2.891 0.652 -0.697
C 0.947 -0.397 -0.446
C 2.020 0.679 -0.348
N 0.388 -0.727 -1.762
N -2.898 1.033 0.457
H -3.172 0.294 -1.643
H 1.077 -1.375 0.010
H 1.531 1.575 -0.405
H 2.513 0.472 -1.346
H 2.777 0.675 0.471
H -3.597 1.146 1.103

Values from the calculation:
Max |F| (hartree/bohr): 0.0878
Electronic energy (hartree): -265.2614

=====

No. 4
Below is a structure of composition C4H6N2, with properties calculated with ωB97M-V/def2-TZVPD.

Atoms and positions in Å:
N 0.438 -1.589 0.097
C -0.221 -0.364 -0.168
C 0.112 0.379 -1.434
C 0.700 1.066 -0.241
C -0.805 0.258 0.889
N -0.881 0.698 2.033
H 0.564 -1.743 1.092
H -0.072 -2.368 -0.303
H -0.686 0.822 -2.027
H 0.814 -0.224 -2.008
H 0.044 1.168 2.108
H -0.007 1.895 -0.039

Values from the calculation:
Max |F| (hartree/bohr): 0.0153
Electronic energy (hartree): -265.3251

=====

No. 5
Below is a structure of composition C4H6N2 in a non-equilibrium geometry, with properties calculated with ωB97M-V/def2-TZVPD.

Atoms and positions in Å:
C -1.991 -0.097 -0.016
C -0.458 -0.014 0.127
C 0.559 0.949 0.050
C 1.778 0.486 0.031
H -2.684 0.806 -0.714
H -2.171 -1.363 -0.543
H -2.352 -0.023 1.262
H 0.454 2.072 -0.399
H 2.796 0.880 0.031
H 2.282 -1.558 0.272
N 1.499 -0.870 -0.084
N 0.288 -1.268 -0.017

Values from the calculation:
Max |F| (hartree/bohr): 0.1685
Electronic energy (hartree): -265.3622

=====

No. 6
Below is the molecule C4H6N2, with properties calculated with ωB97M-V/def2-TZVPD.

Atoms and positions in Å:
C -1.562 -0.333 -0.094
C -0.142 0.110 0.055
C 0.358 1.268 0.506
N 1.784 1.263 0.456
N 2.201 0.171 0.001
C 1.060 -0.694 -0.304
H -1.997 0.061 -1.020
H -1.639 -1.423 -0.135
H -2.179 0.022 0.736
H -0.149 2.150 0.877
H 1.160 -1.615 0.285
H 1.106 -0.980 -1.363

Values from the calculation:
Max |F| (hartree/bohr): 0.0066
Structure (SMILES): CC1=CN=NC1
Electronic energy (hartree): -265.4714

=====

No. 7
Below is a structure of composition C4H6N2, with properties calculated with ωB97M-V/def2-TZVPD.

Atoms and positions in Å:
N -0.713 0.718 -1.784
C -0.042 -0.417 0.150
C -0.914 -0.355 -0.856
C 0.251 -1.000 1.499
C 1.172 -0.027 1.638
N 1.079 0.464 0.319
H -0.455 0.423 -2.715
H -1.504 1.345 -1.835
H -1.749 -1.054 -0.955
H -0.023 -1.853 2.101
H 1.846 0.328 2.408
H 1.052 1.428 0.032

Values from the calculation:
Max |F| (hartree/bohr): 0.0084
Electronic energy (hartree): -265.4310

=====

No. 8
Below is the molecule C4H6N2 in a non-equilibrium geometry, with properties calculated with ωB97M-V/def2-TZVPD.

Atoms and positions in Å:
C -2.140 -0.023 -0.080
C -0.798 0.058 0.089
C 0.098 1.203 -0.001
N 1.327 0.794 -0.090
N 1.428 -0.536 0.083
C 0.128 -1.151 0.052
H -2.619 -0.976 -0.283
H -2.540 0.983 0.133
H 0.009 2.261 0.207
H 2.194 -0.932 -0.489
H -0.012 -1.818 0.900
H -0.046 -1.849 -0.780

Values from the calculation:
Max |F| (hartree/bohr): 0.0551
Structure (SMILES): C=C1C=NNC1
Electronic energy (hartree): -265.4461

=====

No. 9
Below is the molecule C4H6N2 in a non-equilibrium geometry, with properties calculated with ωB97M-V/def2-TZVPD.

Atoms and positions in Å:
C -1.349 0.904 0.026
C -0.466 -0.292 0.190
N 0.210 -0.900 -0.905
C 1.019 -0.553 0.241
C 2.146 0.314 -0.082
N 3.035 0.984 -0.408
H -1.079 1.577 -0.790
H -2.352 0.504 -0.168
H -1.377 1.451 0.971
H -0.817 -0.955 1.021
H 0.039 -1.842 -1.234
H 0.990 -1.193 1.138

Values from the calculation:
Max |F| (hartree/bohr): 0.0359
Structure (SMILES): C[C@H]1N[C@H]1C#N
Electronic energy (hartree): -265.4493

=====

No. 10
Below is a structure of composition C4H6N2 in a non-equilibrium geometry, with properties calculated with ωB97M-V/def2-TZVPD.

Atoms and positions in Å:
N 0.763 1.292 0.807
C 0.384 0.395 -0.204
C -1.113 0.071 -0.674
C -0.838 -1.042 0.195
C 1.497 -0.391 -0.674
N 2.362 -1.107 -0.973
H 1.322 0.945 1.577
H 0.264 2.146 0.991
H -1.227 -0.142 -1.737
H -1.812 0.819 -0.305
H -1.148 -1.039 1.234
H -0.578 -2.015 -0.227

Values from the calculation:
Max |F| (hartree/bohr): 0.0561
Electronic energy (hartree): -265.4352

=====

No. 11
Below is the molecule C4H6N2 in a non-equilibrium geometry, with properties calculated with ωB97M-V/def2-TZVPD.

Atoms and positions in Å:
C 1.188 0.458 0.838
C -0.283 0.258 0.638
N -1.016 0.917 -0.485
C -0.796 -0.480 -0.505
C 0.009 -1.110 -1.481
N -0.689 -2.066 -1.781
H 1.729 0.376 -0.111
H 1.380 1.451 1.261
H 1.593 -0.289 1.529
H -0.879 0.239 1.548
H -0.376 1.395 -1.130
H -1.859 -1.147 -0.321

Values from the calculation:
Max |F| (hartree/bohr): 0.1313
Structure (SMILES): C[C@H]1N[C@H]1C#N
Electronic energy (hartree): -265.3698

=====

No. 12
Below is the molecule C4H6N2 in a non-equilibrium geometry, with properties calculated with ωB97M-V/def2-TZVPD.

Atoms and positions in Å:
C 0.460 1.518 0.809
C 1.177 0.530 1.092
N 1.434 -0.582 0.370
C 0.595 -0.916 -0.666
C -0.583 -0.225 -0.855
N -1.655 -0.205 0.081
H -0.160 2.297 1.195
H 2.373 -0.954 0.375
H 1.021 -1.563 -1.421
H -0.984 -0.320 -1.859
H -2.348 0.494 -0.152
H -1.330 -0.074 1.031

Values from the calculation:
Max |F| (hartree/bohr): 0.0542
Structure (SMILES): C#CN/C=C\N
Electronic energy (hartree): -265.3639

=====

No. 13
Below is the molecule C4H6N2 in a non-equilibrium geometry, with properties calculated with ωB97M-V/def2-TZVPD.

Atoms and positions in Å:
C 1.008 0.915 0.559
C -0.096 -0.145 0.308
C 0.279 -1.145 -0.764
N -0.670 -1.293 -1.640
N -1.802 -0.500 -1.155
C -1.414 0.190 -0.151
H 1.260 1.475 -0.366
H 1.857 0.449 0.997
H 0.702 1.696 1.243
H -0.209 -0.629 1.244
H 1.218 -1.841 -0.653
H -2.131 0.828 0.379

Values from the calculation:
Max |F| (hartree/bohr): 0.0505
Structure (SMILES): CC1C=NN=C1
Electronic energy (hartree): -265.4568

=====

No. 14
Below is the molecule C4H6N2 in a non-equilibrium geometry, with properties calculated with ωB97M-V/def2-TZVPD.

Atoms and positions in Å:
N 0.665 -1.090 -0.593
C -0.094 0.129 -1.000
C -0.992 0.272 0.225
N -0.450 1.612 0.527
C 0.802 0.838 0.088
C 0.222 -0.523 0.711
H 0.461 -2.041 -0.918
H -0.237 0.390 -2.047
H -2.065 0.051 0.335
H -0.392 1.770 1.535
H 1.657 -0.568 -0.592
H 0.456 -1.020 1.653

Values from the calculation:
Max |F| (hartree/bohr): 0.0330
Electronic energy (hartree): -265.2614

=====

No. 15
Below is the molecule C4H6N2 in a non-equilibrium geometry, with properties calculated with ωB97M-V/def2-TZVPD.

Atoms and positions in Å:
C 2.671 -0.033 0.050
C -2.020 -0.371 0.223
C -1.495 0.978 0.040
C -0.748 -0.118 -0.594
N 1.473 0.338 -0.054
N 0.347 -0.169 0.210
H 3.439 0.714 -0.057
H 2.976 -1.064 0.224
H -1.956 -0.894 1.170
H -2.860 -0.675 -0.388
H -1.137 1.608 0.833
H -0.690 -0.313 -1.658

Values from the calculation:
Max |F| (hartree/bohr): 0.0503
Electronic energy (hartree): -265.3130

=====

No. 16
Below is the molecule C4H6N2 in a non-equilibrium geometry, with properties calculated with ωB97M-V/def2-TZVPD.

Atoms and positions in Å:
C -1.303 -0.325 1.050
C -0.227 -0.107 0.062
C -0.119 -0.496 -1.242
N 1.066 -0.062 -1.780
C 1.658 0.603 -0.830
N 0.929 0.587 0.312
H -1.794 -1.285 0.906
H -0.981 -0.348 2.088
H -2.123 0.406 1.033
H -0.821 -1.063 -1.830
H 2.595 1.108 -0.987
H 1.119 0.983 1.220

Values from the calculation:
Max |F| (hartree/bohr): 0.0219
Structure (SMILES): Cc1cnc[nH]1
Electronic energy (hartree): -265.5313

=====

No. 17
Below is the molecule C4H6N2 in a non-equilibrium geometry, with properties calculated with ωB97M-V/def2-TZVPD.

Atoms and positions in Å:
N -2.052 -0.191 -0.030
C -0.662 -0.095 0.005
C 0.131 1.058 0.088
C 1.381 0.661 0.033
N 1.409 -0.707 0.001
C 0.157 -1.183 0.033
H -2.428 0.439 -0.743
H -2.333 0.114 0.888
H -0.127 2.072 -0.041
H 2.252 1.306 -0.206
H 2.272 -1.221 -0.021
H 0.001 -2.254 -0.010

Values from the calculation:
Max |F| (hartree/bohr): 0.0734
Structure (SMILES): Nc1cc[nH]c1
Electronic energy (hartree): -265.5043

=====

No. 18
Below is the molecule C4H6N2 in a non-equilibrium geometry, with properties calculated with ωB97M-V/def2-TZVPD.

Atoms and positions in Å:
N 2.840 -0.387 -1.085
C 1.886 -0.265 -0.438
C 0.666 -0.348 0.390
C -0.267 0.859 0.632
C -1.266 0.217 -0.363
N -0.452 -1.020 -0.305
H 0.978 -0.830 1.325
H -0.799 0.668 1.547
H 0.112 1.874 0.740
H -1.432 0.655 -1.352
H -2.244 0.044 0.103
H -0.195 -1.387 -1.212

Values from the calculation:
Max |F| (hartree/bohr): 0.0243
Structure (SMILES): N#C[C@H]1CCN1
Electronic energy (hartree): -265.4648

=====

No. 19
Below is the molecule C4H6N2, with properties calculated with ωB97M-V/def2-TZVPD.

Atoms and positions in Å:
C -1.703 -0.318 0.090
C -0.243 0.021 0.059
C 0.373 1.290 -0.074
N 1.692 1.204 -0.170
N 1.942 -0.108 -0.080
C 0.819 -0.853 0.058
H -2.288 0.470 0.569
H -2.089 -0.449 -0.926
H -1.884 -1.253 0.627
H -0.099 2.264 -0.104
H 2.871 -0.437 -0.273
H 0.855 -1.929 0.157

Values from the calculation:
Max |F| (hartree/bohr): 0.0047
Structure (SMILES): Cc1cn[nH]c1
Electronic energy (hartree): -265.5140

=====

No. 20
Below is the molecule C4H6N2, with properties calculated with ωB97M-V/def2-TZVPD.

Atoms and positions in Å:
C -1.726 -0.412 0.217
N -0.423 -0.214 0.196
C 0.706 -0.888 0.496
C 1.756 -0.164 -0.161
N 1.398 0.956 -0.716
C 0.038 1.107 -0.323
H -0.724 1.432 -1.038
H -2.243 -0.075 -0.671
H -2.207 -1.060 0.930
H 0.678 -1.925 0.801
H 2.771 -0.544 -0.268
H -0.025 1.786 0.539

Values from the calculation:
Max |F| (hartree/bohr): 0.0154
Electronic energy (hartree): -265.4280